1.
The following is a DFT calculation (ωB97M-V/def2-TZVPD) of a structure of composition C26H29F5GeNO4PdTe in a non-equilibrium geometry.

XYZ file:
```
68
Properties=species:S:1:pos:R:3:mulliken_charge:R:1
Pd 0.53 0.13 0.07 0.8840
C 4.23 -0.23 -0.16 -1.3491
C 3.60 1.18 -0.41 1.3325
C 4.35 1.91 -1.53 -1.4809
C 3.57 1.97 0.89 -1.6792
O 2.33 0.87 -0.85 -0.1689
H 5.20 -0.05 0.29 0.5036
H 4.35 -0.77 -1.10 0.2807
H 3.61 -0.81 0.52 0.3203
H 5.39 2.04 -1.26 0.4516
H 3.91 2.89 -1.69 0.3900
H 4.29 1.34 -2.45 0.2677
H 4.59 2.26 1.16 0.4186
H 3.16 1.38 1.71 0.3054
H 2.98 2.88 0.77 0.3953
O 0.18 -1.89 -2.33 -0.3091
C 1.19 -2.21 -1.59 0.3522
O 1.28 -1.82 -0.40 -0.7944
C 2.25 -3.10 -2.16 -0.3958
C 2.97 -2.47 -3.29 -1.1696
Ge -0.39 -0.67 -3.67 2.0415
C 0.92 0.64 -4.23 0.7766
C 0.89 1.97 -3.79 -0.2286
C 1.84 2.88 -4.23 -0.9964
C 2.85 2.46 -5.10 -0.6593
C 2.89 1.15 -5.53 -0.8724
C 1.93 0.24 -5.10 -0.2853
C -2.32 -0.23 -3.91 0.7077
C -3.17 -1.34 -4.12 -0.7383
C -4.28 -1.25 -4.93 -0.8970
C -4.56 -0.05 -5.59 -0.4908
C -3.72 1.05 -5.44 -0.9585
C -2.61 0.95 -4.62 -0.7422
C -0.25 -2.14 -4.96 0.2440
C -0.33 -1.75 -6.30 -0.3759
C -0.38 -2.68 -7.33 -0.8383
C -0.36 -4.03 -7.03 -0.5526
C -0.30 -4.44 -5.71 -0.8810
C -0.25 -3.51 -4.68 -0.6297
H 1.76 -4.01 -2.52 0.4059
H 2.91 -3.38 -1.33 0.4491
H 3.22 -3.04 -4.17 0.3371
H 3.31 -1.44 -3.24 0.4627
H 0.12 2.30 -3.11 0.3770
H 1.80 3.91 -3.90 0.4809
H 3.59 3.17 -5.44 0.4101
H 3.67 0.82 -6.21 0.4473
H 1.97 -0.78 -5.44 0.5160
H -2.94 -2.28 -3.64 0.4401
H -4.93 -2.10 -5.06 0.4729
H -5.43 0.02 -6.23 0.4349
H -3.93 1.97 -5.97 0.4675
H -1.95 1.81 -4.53 0.4450
H -0.37 -0.69 -6.56 0.4194
H -0.43 -2.35 -8.36 0.4556
H -0.40 -4.77 -7.82 0.4158
H -0.30 -5.50 -5.47 0.4428
H -0.21 -3.85 -3.65 0.4948
N 0.91 0.01 3.30 -0.0882
C 0.86 0.05 2.15 0.2914
H 0.91 -0.03 4.30 0.3101
F -3.71 1.09 -0.26 -0.2731
Te -2.23 0.50 -1.20 1.4825
F -1.65 -0.67 0.24 -0.5262
F -1.32 1.69 0.05 -0.5074
F -2.52 2.08 -2.13 -0.3460
F -3.30 -1.00 -1.47 -0.3496
O -0.51 0.36 -1.85 0.4527
```

Output
Spin multiplicity: 5
Kohn-Sham gap (spin up / spin down) in eV: 6.562 / 5.556
Highest occupied orbital energy (spin up / spin down) in eV: -11.00 / -11.30
Net charge: +1

---

2.
The following is a DFT calculation (ωB97M-V/def2-TZVPD) of an isolated molecule of C26H29FN6O2 in a non-equilibrium geometry.

XYZ file:
```
64
Properties=species:S:1:pos:R:3:mulliken_charge:R:1
C -1.04 -2.73 1.16 -1.1189
N -0.51 -1.49 1.66 0.1002
C 0.69 -0.93 1.34 0.4462
C 0.87 0.25 2.07 0.5090
C 2.07 0.96 1.88 -0.4733
N 3.01 0.51 1.11 -1.2200
N 2.84 -0.64 0.45 1.1103
C 1.70 -1.43 0.45 0.1924
O 1.64 -2.45 -0.24 -0.8542
C 4.02 -1.10 -0.25 -1.0760
H 4.08 -2.19 -0.12 0.4000
H 4.88 -0.61 0.21 0.3743
C 4.06 -0.79 -1.76 0.7913
O 4.93 -0.09 -2.24 -0.6867
N 3.12 -1.44 -2.46 0.0599
H 2.38 -1.93 -1.97 0.1840
C 3.05 -1.31 -3.90 -1.0617
H 2.62 -2.23 -4.31 0.4197
H 4.08 -1.20 -4.26 0.4441
C 2.24 -0.10 -4.36 -0.6592
C 0.75 -0.24 -4.07 -0.8300
N 0.49 -0.30 -2.64 0.6090
C -0.65 -1.09 -2.25 -0.4887
C -2.00 -0.39 -2.48 -1.1315
N -2.01 0.88 -1.78 0.2460
C -2.68 1.06 -0.60 0.6384
C -3.94 0.47 -0.40 -0.5358
C -4.70 0.70 0.73 -0.9286
C -4.25 1.55 1.73 -0.5382
C -3.01 2.15 1.57 -0.4995
C -2.24 1.88 0.46 0.6309
F -1.00 2.45 0.43 -0.4902
H -2.60 2.81 2.32 0.5064
H -4.84 1.75 2.60 0.4723
H -5.66 0.22 0.83 0.4051
H -4.35 -0.16 -1.17 0.4848
C -0.91 1.71 -2.22 -1.5736
H -0.92 2.68 -1.72 0.5920
C 0.44 1.00 -1.99 0.0715
H 1.26 1.62 -2.36 0.6437
H 0.58 0.85 -0.92 -0.4781
H -1.05 1.89 -3.29 0.3417
H -2.81 -1.03 -2.12 0.5485
H -2.15 -0.20 -3.55 0.2616
H -0.63 -2.04 -2.78 0.5908
H -0.55 -1.29 -1.18 -0.1377
H 0.21 0.58 -4.57 0.2179
H 0.39 -1.18 -4.51 0.5392
H 2.37 0.02 -5.44 0.4339
H 2.64 0.79 -3.87 0.2706
H 2.29 1.89 2.38 0.4587
C -0.28 0.40 2.90 0.5559
C -0.66 1.32 3.87 -0.2964
C -1.85 1.12 4.53 -1.0665
C -2.67 0.03 4.23 -0.5597
C -2.32 -0.89 3.27 -0.5447
C -1.11 -0.71 2.61 -0.1159
H -2.96 -1.73 3.05 0.5045
H -3.60 -0.09 4.77 0.4462
H -2.16 1.82 5.29 0.3653
H -0.02 2.17 4.10 0.4560
H -1.99 -2.56 0.64 0.3327
H -0.32 -3.17 0.47 0.3171
H -1.21 -3.43 1.98 0.3933
```

Output
Kohn-Sham gap in eV: 7.542
Highest occupied orbital energy in eV: -7.35
Net charge: 0

---

3.
The following is a DFT calculation (ωB97M-V/def2-TZVPD) of an isolated molecule of C26H29N3O.

XYZ file:
```
59
Properties=species:S:1:pos:R:3:mulliken_charge:R:1
C 4.69 -7.75 3.50 -1.5092
C 3.27 -7.53 3.06 0.6747
C 2.89 -6.32 2.50 -0.5251
C 1.58 -6.12 2.08 0.7051
C 0.64 -7.14 2.23 -0.7730
C 1.02 -8.34 2.79 -0.5962
C 2.33 -8.54 3.20 -0.5755
H 2.62 -9.49 3.64 0.4145
H 0.29 -9.13 2.90 0.3706
H -0.38 -6.98 1.91 0.3587
N 1.14 -4.91 1.52 -0.1303
C 1.86 -3.79 1.21 0.6159
O 3.06 -3.67 1.38 -0.6662
C 1.03 -2.71 0.61 0.6772
C -0.28 -2.46 0.99 -0.8800
C -0.99 -1.43 0.40 -0.8796
C -0.42 -0.64 -0.58 0.6166
C 0.90 -0.88 -0.95 -0.4709
C 1.62 -1.89 -0.36 -0.7107
H 2.65 -2.08 -0.63 0.4299
H 1.35 -0.25 -1.70 0.4296
C -1.20 0.46 -1.25 -0.7264
N -0.36 1.63 -1.46 0.0504
C -0.89 2.59 -2.42 -1.0052
C -2.03 3.45 -1.85 -0.7883
N -1.67 4.13 -0.62 0.0254
C -1.14 3.18 0.34 -1.0091
C 0.00 2.31 -0.22 -0.7561
H 0.86 2.95 -0.44 0.3032
H 0.30 1.57 0.52 0.5089
H -1.98 2.53 0.65 0.4038
H -0.80 3.72 1.23 0.4436
C -0.84 5.30 -0.82 -0.6442
C -1.59 6.37 -1.57 0.2860
C -2.88 6.71 -1.17 -0.2163
C -3.59 7.68 -1.85 -0.5986
C -3.02 8.33 -2.94 -0.3750
C -1.74 7.99 -3.34 -0.6026
C -1.03 7.01 -2.66 -0.3796
H -0.04 6.75 -2.99 0.3397
H -1.30 8.49 -4.19 0.3788
H -3.58 9.09 -3.47 0.3776
H -4.59 7.94 -1.53 0.3790
H -3.32 6.19 -0.33 0.3938
H -0.58 5.69 0.17 0.4392
H 0.11 5.09 -1.35 0.3091
H -2.89 2.81 -1.63 0.3271
H -2.34 4.19 -2.59 0.5028
H -0.06 3.24 -2.71 0.4073
H -1.22 2.05 -3.30 0.4649
H -1.51 0.11 -2.24 0.4648
H -2.11 0.66 -0.68 0.2261
H -2.01 -1.23 0.72 0.3772
H -0.75 -3.04 1.77 0.4349
H 0.17 -4.91 1.27 0.1854
H 3.61 -5.53 2.39 0.5018
H 4.71 -8.13 4.52 0.3492
H 5.17 -8.49 2.86 0.3095
H 5.26 -6.83 3.45 0.3357
```

Output
Kohn-Sham gap in eV: 8.458
Highest occupied orbital energy in eV: -7.80
Net charge: 0

---

4.
The following is a DFT calculation (ωB97M-V/def2-TZVPD) of an isolated molecule of C26H29N3O3S in a non-equilibrium geometry.

XYZ file:
```
62
Properties=species:S:1:pos:R:3:mulliken_charge:R:1
C 7.39 2.31 -0.38 -1.2922
H 8.35 2.50 -0.85 0.4224
H 7.51 2.38 0.70 0.3315
H 6.69 3.08 -0.71 0.3295
C 6.91 0.91 -0.76 -0.4736
N 5.77 0.50 0.04 0.0136
C 4.54 1.18 -0.32 -0.5905
H 4.71 2.26 -0.28 0.3873
C 3.44 0.82 0.68 -0.7911
N 3.25 -0.61 0.70 0.0883
C 2.14 -1.26 0.29 -0.0235
O 2.07 -2.47 0.24 -0.7022
C 0.97 -0.40 -0.10 0.5417
C -0.02 -0.13 0.84 -0.3898
C -1.17 0.53 0.45 -0.3635
C -1.36 0.91 -0.88 1.1135
C -0.36 0.66 -1.80 -1.3340
C 0.80 0.00 -1.42 -0.1128
H 1.57 -0.22 -2.15 0.5281
H -0.50 0.94 -2.83 0.3548
C -2.67 1.52 -1.30 -1.3839
N -3.76 0.72 -0.78 0.2084
C -4.70 1.25 0.11 -0.0899
C -5.23 2.53 -0.05 -0.3595
C -6.16 3.03 0.84 -0.7870
C -6.59 2.25 1.90 -0.4396
C -6.08 0.97 2.06 -1.0119
C -5.14 0.48 1.18 0.3688
H -4.72 -0.51 1.32 0.5631
H -6.41 0.36 2.89 0.4115
H -7.33 2.63 2.59 0.3872
H -6.56 4.02 0.70 0.3844
H -4.91 3.14 -0.89 0.4856
S -4.10 -0.73 -1.56 1.3420
O -3.48 -0.64 -2.85 -0.7276
O -5.51 -0.95 -1.48 -0.6963
C -3.26 -2.01 -0.62 -0.0434
C -1.92 -2.26 -0.85 -0.4263
C -1.26 -3.21 -0.09 -0.6428
C -1.96 -3.91 0.88 -0.6226
C -3.32 -3.69 1.07 -0.5936
C -3.97 -2.73 0.32 -0.3364
H -5.03 -2.56 0.42 0.5661
H -3.86 -4.27 1.81 0.4175
H -1.45 -4.65 1.48 0.4163
H -0.21 -3.38 -0.23 0.4709
H -1.42 -1.72 -1.63 0.7899
H -2.73 1.56 -2.39 0.1835
H -2.76 2.53 -0.90 0.5701
H -1.95 0.73 1.17 0.4218
H 0.11 -0.44 1.86 0.5314
C 4.47 -1.33 1.00 -0.9934
C 5.55 -0.94 0.00 -0.7098
H 6.48 -1.44 0.27 0.4695
H 5.26 -1.28 -1.01 0.3001
H 4.25 -2.39 0.94 0.4724
H 4.79 -1.07 2.01 0.3422
H 2.51 1.32 0.41 0.3989
H 3.75 1.14 1.68 0.3187
H 4.21 0.91 -1.34 0.2846
H 6.68 0.87 -1.84 0.3133
H 7.71 0.20 -0.56 0.4084
```

Output
Kohn-Sham gap in eV: 9.277
Highest occupied orbital energy in eV: -8.63
Net charge: 0

---

Relative energy (zero: lowest compared OMol25 entry of this formula, charge and spin) for the records above, in order: 0.0; 26.5; 12.2; 17.7 kcal/mol